This record from OMol25 describes a structure of composition C39H59N5O2RuSi. The level of theory is ωB97M-V/def2-TZVPD.

Values from the calculation:
- spin multiplicity = 5
- HOMO energy (alpha / beta) (eV) = -12.9 / -13.3
- charge = +2
- expectation value of S² = 6.02
- LUMO level (alpha / beta) (Eh) = -0.21673 / -0.25940
- frontier orbital gap (alpha / beta) (eV) = 7.0 / 6.2

Geometry as XYZ:
```
107
C39H59N5O2RuSi, DFT ωB97M-V/def2-TZVPD
Ru 0.09015 0.00754 -0.18267
C 2.67120 3.30891 -0.46044
C 1.30727 3.81216 -0.85843
C 1.20622 4.98812 -1.59018
C -0.03030 5.56740 -1.83008
C -1.16859 5.00298 -1.28224
C -1.10449 3.82895 -0.53604
C -2.33552 3.37442 0.19940
C 0.13728 3.19801 -0.40393
N 0.23049 1.98603 0.37753
C 0.21635 2.30721 1.73085
O 0.24104 3.42140 2.19943
C 0.20476 1.10246 2.61413
C 0.26686 1.10525 3.99603
C 0.30156 -0.12127 4.65077
C 0.29978 -1.30279 3.91512
C 0.22879 -1.20680 2.53849
N 0.16122 -0.03102 1.93475
C 0.21648 -2.34586 1.57362
O 0.38382 -3.48282 1.94413
N -0.04371 -1.94134 0.26482
C -0.58114 -3.05072 -0.49019
C 0.27967 -4.02411 -1.00249
C 1.76897 -3.95362 -0.82031
C -0.28052 -5.14828 -1.59717
C -1.65505 -5.31074 -1.65992
C -2.49137 -4.36053 -1.09690
C -1.96943 -3.22673 -0.48182
C -2.88571 -2.31331 0.28850
H 3.41096 4.09649 -0.60066
H 2.99755 2.45190 -1.06165
H 2.68195 3.03576 0.60086
H 2.10896 5.47293 -1.94370
H -0.09883 6.48472 -2.40017
H -2.12586 5.49746 -1.39915
H -3.22769 3.49175 -0.41476
H -2.46383 3.99318 1.08998
H -2.28261 2.33794 0.52918
H 0.28009 2.05206 4.51906
H 0.33455 -0.15649 5.73183
H 0.34686 -2.28063 4.37537
H 2.10270 -2.92983 -0.64718
H 2.29166 -4.35262 -1.68991
H 2.05824 -4.54294 0.05268
H 0.37365 -5.91746 -1.99088
H -2.07576 -6.19226 -2.12582
H -3.56450 -4.51094 -1.10396
H -3.90086 -2.35836 -0.10391
H -2.56759 -1.26971 0.27880
H -2.92835 -2.62647 1.33536
N 5.34892 0.42231 0.81856
C 4.77570 -0.67361 1.67423
C 3.24375 -0.60134 1.59186
N 2.77386 -0.08413 0.30094
C 3.67075 -0.47344 -0.78131
C 5.05223 0.18339 -0.65063
H 6.35595 0.49975 0.96004
H 4.95237 1.31894 1.10451
H 5.14247 -0.54499 2.68972
H 5.17624 -1.60334 1.27447
H 2.85588 0.03744 2.38643
H 2.85563 -1.60831 1.75811
H 2.65612 0.92427 0.33579
H 3.24449 -0.20451 -1.74312
H 3.76228 -1.55928 -0.77234
H 5.10186 1.15480 -1.13912
H 5.84998 -0.44942 -1.03517
C -2.76422 0.57989 -4.93340
C -2.38896 0.30622 -3.45341
C -3.21634 -0.88396 -2.95918
C -2.76725 1.50660 -2.58394
Si -0.53470 0.00095 -3.59494
C 0.04342 -1.66514 -4.29199
C -0.91152 -2.81876 -3.95560
C 1.44061 -1.99896 -3.74495
C 0.12588 -1.62587 -5.83902
C 0.55959 1.47678 -4.12547
C -0.11690 2.83438 -3.88973
C 0.91187 1.40861 -5.62540
C 1.88231 1.48117 -3.34677
H -3.82543 0.84467 -4.96361
H -2.63946 -0.30557 -5.56179
H -2.21486 1.41054 -5.38118
H -4.26708 -0.58171 -2.95711
H -2.95260 -1.15996 -1.93903
H -3.13567 -1.76940 -3.58204
H -3.85719 1.54874 -2.50770
H -2.43110 2.46270 -2.97573
H -2.38215 1.39955 -1.56860
H -1.23911 -2.83604 -2.92084
H -0.39672 -3.75985 -4.15848
H -1.79170 -2.79708 -4.60013
H 1.75877 -2.96244 -4.15440
H 2.19017 -1.26395 -4.04332
H 1.43798 -2.08955 -2.65602
H -0.75817 -1.19616 -6.31564
H 0.19475 -2.66404 -6.17458
H 1.00284 -1.10630 -6.21138
H -0.96836 2.99280 -4.55356
H 0.60964 3.61941 -4.10796
H -0.44076 2.98009 -2.86571
H 0.04950 1.23287 -6.27061
H 1.66765 0.65678 -5.84340
H 1.33177 2.37923 -5.90297
H 1.71292 1.49078 -2.26697
H 2.43637 2.39311 -3.59252
H 2.51188 0.63034 -3.60691
```

This record from OMol25 describes a structure of composition C39H60BrGeN4P3Pd. The level of theory is ωB97M-V/def2-TZVPD.

Values from the calculation:
- spin multiplicity = 4
- HOMO energy (alpha / beta) (eV) = -8.4 / -10.2
- charge = +1
- relative energy (zero: lowest compared OMol25 entry of this formula, charge and spin) (kcal/mol) = 0.0
- expectation value of S² = 3.81
- LUMO level (alpha / beta) (Eh) = -0.06837 / -0.17777
- frontier orbital gap (alpha / beta) (eV) = 6.5 / 5.3

Geometry as XYZ:
```
109
C39H60BrGeN4P3Pd, DFT ωB97M-V/def2-TZVPD
Pd -0.21463 -0.25898 -1.72394
C -0.45119 -3.78339 -0.22015
C -1.66324 -3.55846 -1.12303
C -2.82605 -4.45922 -0.70413
P -2.12783 -1.78546 -1.31853
C -2.83773 -1.31789 0.32969
N -1.77514 -1.08153 1.30623
Ge -0.18251 -0.23083 0.69653
N -0.33511 1.56020 1.21687
C -0.65452 2.61574 0.28016
P -0.91838 2.03542 -1.46216
C -2.56317 2.76733 -1.86891
C -3.67611 1.92558 -1.24940
C -2.78228 4.22545 -1.44428
C 0.34719 2.91844 -2.48439
C 0.36739 4.44669 -2.46341
C 0.29520 2.41322 -3.92690
C -0.55510 1.81025 2.56013
C -0.98476 3.03073 3.09202
C -1.31199 3.13327 4.43750
C -1.23010 2.03729 5.28421
C -0.75568 0.83411 4.77853
C -0.38197 0.75006 3.45436
N 0.21719 -0.46998 2.88130
C -0.54283 -1.67672 3.24197
C -0.24347 -2.47606 4.32512
C -1.09110 -3.52222 4.66228
C -2.24066 -3.71456 3.91106
C -2.52712 -2.92031 2.81024
C -1.65861 -1.89434 2.42161
C 1.63048 -0.58624 3.16713
C 2.18170 -0.33058 4.39965
C 3.53711 -0.56570 4.61967
C 4.35618 -1.07194 3.60253
C 3.84361 -1.28831 2.35199
C 2.47118 -0.99687 2.08023
N 1.90431 -0.98062 0.88236
C 2.62139 -1.27782 -0.33843
P 2.46607 0.12200 -1.56456
C 3.55840 1.43327 -0.82400
C 2.91925 2.12455 0.38031
C 4.98472 1.01549 -0.47126
C 3.41673 -0.49720 -3.02444
C 3.98198 0.68795 -3.81262
C 4.45518 -1.59255 -2.79021
C -3.50699 -1.88369 -2.55400
C -3.33614 -0.89683 -3.71610
C -4.90852 -1.82793 -1.93383
H -0.08330 -4.80254 -0.35277
H -0.70506 -3.66249 0.83446
H 0.36081 -3.10442 -0.47560
H -1.36478 -3.81734 -2.14224
H -3.16005 -4.24238 0.31162
H -2.49975 -5.50108 -0.71373
H -3.68217 -4.38212 -1.37410
H -3.52264 -2.09059 0.66799
H -3.44012 -0.42182 0.19297
H 0.10403 3.40861 0.26573
H -1.58490 3.10085 0.58744
H -2.62212 2.69763 -2.96032
H -3.58797 1.91757 -0.15819
H -3.66142 0.90139 -1.60371
H -4.64993 2.35569 -1.49149
H -2.98058 4.28994 -0.37325
H -3.67311 4.60522 -1.94795
H -1.96117 4.89497 -1.67715
H 1.27527 2.56089 -2.02707
H -0.46881 4.86704 -3.02226
H 1.28001 4.79418 -2.95215
H 0.35821 4.86715 -1.45633
H -0.63684 2.71013 -4.41435
H 0.38302 1.32729 -4.00544
H 1.11215 2.86096 -4.49666
H -1.08119 3.89647 2.45309
H -1.65682 4.08422 4.82210
H -1.52838 2.11159 6.32005
H -0.70087 -0.04230 5.41211
H 0.64526 -2.29520 4.91450
H -0.86374 -4.15707 5.50618
H -2.93166 -4.50355 4.17800
H -3.43630 -3.10873 2.25989
H 1.56828 0.04665 5.20321
H 3.95249 -0.37225 5.59933
H 5.39798 -1.28170 3.80160
H 4.48073 -1.66487 1.56735
H 2.13756 -2.12318 -0.83907
H 3.66369 -1.52863 -0.16700
H 3.61163 2.17228 -1.63132
H 2.96305 1.49794 1.27349
H 1.87769 2.37894 0.21265
H 3.46295 3.04398 0.60792
H 4.99194 0.27463 0.33148
H 5.53834 1.88252 -0.10317
H 5.53573 0.60974 -1.31576
H 2.62727 -0.94025 -3.63030
H 4.86477 1.12217 -3.34080
H 3.24427 1.48353 -3.94645
H 4.27411 0.35026 -4.80796
H 5.28009 -1.28159 -2.14894
H 4.88404 -1.88572 -3.75061
H 4.00517 -2.48967 -2.36404
H -3.36310 -2.88347 -2.97341
H -3.01977 0.09270 -3.38623
H -4.27880 -0.79059 -4.25562
H -2.57403 -1.24749 -4.41091
H -5.13830 -0.83840 -1.53602
H -5.04133 -2.54925 -1.12729
H -5.65615 -2.04620 -2.69796
Br 0.40234 -2.09307 -3.40056
```

This record from OMol25 describes a structure of composition C39H60N6O6PSTl in a non-equilibrium geometry. The level of theory is ωB97M-V/def2-TZVPD.

Values from the calculation:
- spin multiplicity = 1
- HOMO energy (eV) = -7.1
- charge = 0
- relative energy (zero: lowest compared OMol25 entry of this formula, charge and spin) (kcal/mol) = 3.4
- LUMO level (Eh) = 0.01344
- frontier orbital gap (eV) = 7.5

Geometry as XYZ:
```
114
C39H60N6O6PSTl, DFT ωB97M-V/def2-TZVPD
Tl 0.34117 0.13931 0.10107
C -2.06875 -3.24550 4.53087
N -1.08375 -2.22503 4.26353
C 0.15037 -2.34732 5.01510
C -1.06522 -1.37194 3.19834
O -0.05530 -0.78397 2.88875
C -2.41077 -1.14932 2.49223
O -2.29290 -0.41133 1.30215
C -2.97782 0.80968 1.20866
C -2.14830 2.01499 1.66977
O -0.99949 1.89890 2.04617
N -2.78466 3.20710 1.66820
C -4.07269 3.48575 1.08557
C -2.07930 4.39004 2.11568
H -2.15344 -3.39034 5.61044
H -3.05020 -2.97485 4.14993
H -1.75900 -4.19620 4.07903
H -0.07192 -2.38837 6.08138
H 0.71254 -3.23744 4.72464
H 0.75116 -1.46715 4.79515
H -2.84082 -2.11759 2.20952
H -3.07998 -0.65440 3.20866
H -3.19432 0.92774 0.14363
H -3.91648 0.77089 1.78349
H -4.61546 2.57736 0.84703
H -4.66522 4.07585 1.79034
H -3.95261 4.07026 0.16885
H -1.11927 4.09720 2.53362
H -1.91463 5.07781 1.28394
H -2.67600 4.89656 2.87893
O 1.26708 -0.17948 -2.43696
N 0.78563 0.60517 -3.33913
N -0.23954 1.31005 -3.05289
O -0.88935 1.36149 -1.93307
C -0.67909 2.16391 -4.09045
C -1.63026 3.13402 -3.79499
C -2.08200 3.98714 -4.78313
C -1.59618 3.87600 -6.07502
C -0.63533 2.91801 -6.36669
C -0.17390 2.06149 -5.38385
H -1.99562 3.19822 -2.78127
H -2.81856 4.74206 -4.54789
H -1.96332 4.53444 -6.84881
H -0.25113 2.84014 -7.37370
H 0.57221 1.31230 -5.59439
N 3.80726 0.28673 -1.65896
C 3.82363 1.21909 -0.70985
N 2.83615 1.49173 0.06693
C 3.11108 2.49287 0.94740
C 2.21341 3.00588 1.87520
C 2.61834 4.05853 2.66978
C 3.89888 4.59019 2.56433
C 4.81531 4.07695 1.66294
C 4.41305 3.03195 0.85450
S 5.29765 2.19864 -0.40451
H 2.86571 -0.00245 -1.99498
H 4.57551 0.24837 -2.30426
H 1.22664 2.57700 1.94871
H 1.92777 4.48691 3.38171
H 4.18964 5.41981 3.19052
H 5.81010 4.49023 1.57769
O -0.16989 -2.46233 -0.50812
P -0.23907 -3.91653 -0.72660
C -1.64591 -4.54748 0.34888
C -1.83653 -6.05803 0.48312
C -3.27164 -6.37716 0.89713
C -4.27325 -5.96599 -0.18642
C -3.87785 -4.65474 -0.88400
C -2.95341 -3.82507 -0.00334
C -0.64246 -4.20411 -2.53882
C -1.11134 -5.57321 -3.02849
C 0.02833 -6.53140 -3.34822
C 0.92709 -5.91267 -4.40869
C 1.51846 -4.62287 -3.85149
C 0.42371 -3.62474 -3.47563
C 1.34415 -4.74421 -0.13468
C 2.54203 -3.87836 -0.55840
C 2.86390 -2.76475 0.43706
C 3.09902 -3.27287 1.86782
C 2.70444 -4.73730 2.00263
C 1.32020 -4.92292 1.39066
H -1.33785 -4.13823 1.31900
H -1.15332 -6.45430 1.23583
H -1.61107 -6.56761 -0.45290
H -3.49819 -5.85474 1.83055
H -3.37108 -7.44791 1.09356
H -5.25632 -5.85781 0.27533
H -4.34870 -6.76542 -0.92641
H -4.77700 -4.07732 -1.10358
H -3.39072 -4.86653 -1.83211
H -3.50198 -3.61298 0.91771
H -2.71384 -2.86551 -0.46648
H -1.50066 -3.51532 -2.58456
H -1.68415 -5.41254 -3.94782
H -1.78388 -6.03706 -2.31001
H -0.38406 -7.48097 -3.69770
H 0.61172 -6.73372 -2.44768
H 0.34018 -5.70342 -5.30602
H 1.72437 -6.60497 -4.68676
H 2.18078 -4.16339 -4.58753
H 2.12058 -4.87668 -2.97922
H -0.07343 -3.30731 -4.39699
H 0.85301 -2.72781 -3.02132
H 1.42908 -5.72377 -0.61576
H 2.33378 -3.40117 -1.51545
H 3.41935 -4.52154 -0.68483
H 2.03642 -2.05682 0.43102
H 3.74219 -2.23055 0.07210
H 2.49102 -2.68215 2.55319
H 4.13949 -3.14467 2.16224
H 2.68327 -5.02176 3.05715
H 3.42742 -5.38529 1.50681
H 0.68130 -4.15745 1.83919
H 0.92831 -5.91203 1.64651
```

This record from OMol25 describes a structure of composition C39H63F16InO3P in a non-equilibrium geometry. The level of theory is ωB97M-V/def2-TZVPD.

Values from the calculation:
- spin multiplicity = 1
- HOMO energy (eV) = -4.4
- charge = -1
- relative energy (zero: lowest compared OMol25 entry of this formula, charge and spin) (kcal/mol) = 69.9
- LUMO level (Eh) = 0.05670
- frontier orbital gap (eV) = 6.0

Geometry as XYZ:
```
123
C39H63F16InO3P, DFT ωB97M-V/def2-TZVPD
C 0.86638 -5.03817 6.52848
C -0.68949 -4.82097 6.27071
C -0.83563 -4.18680 4.83204
C -1.88980 -3.03172 4.68787
C -1.94976 -2.00464 5.87224
C -0.56561 -1.44255 6.36661
C 0.45963 -1.07800 5.23529
C -0.12304 -0.12849 4.11095
C 0.98178 0.92910 3.65430
C 1.73238 0.37592 2.38460
C 3.03467 1.17775 2.00319
C 3.12426 1.44539 0.43632
C 4.59488 1.83949 0.07006
C 4.83914 2.23040 -1.44918
C 3.54162 2.38183 -2.32478
C 3.18464 0.99563 -3.00961
C 1.64952 0.79704 -3.29855
C 1.22453 1.19493 -4.75748
C -0.32074 1.02490 -5.02360
C -0.66851 -0.40353 -5.60578
In -0.10520 -0.61707 -7.80444
C 1.65523 -2.04746 -7.92518
C 1.42494 -3.24861 -8.90270
C 2.76952 -4.07697 -9.27522
C 3.80677 -3.83524 -8.12065
C 3.56388 -4.60588 -6.90359
C 4.42020 -4.45258 -5.73427
C 5.49952 -3.49066 -5.85474
C 5.76100 -2.74121 -7.06596
C 4.90322 -2.90095 -8.22236
P -2.13067 -1.37289 -9.14047
O -2.60475 -2.73065 -8.59935
H 1.38372 -4.06139 6.71236
H 1.31687 -5.43377 5.57451
H 1.07105 -5.81050 7.30561
H -1.12373 -5.85856 6.29003
H -1.18544 -4.25849 7.09303
H 0.18660 -3.92547 4.45512
H -1.18285 -5.01884 4.15546
H -1.60790 -2.45209 3.76732
H -2.90791 -3.44697 4.48113
H -2.40568 -2.55016 6.74902
H -2.66694 -1.16985 5.65204
H -0.79248 -0.47716 6.90591
H -0.12152 -2.10689 7.15908
H 0.95427 -1.98787 4.81815
H 1.28393 -0.49255 5.73513
H -0.32078 -0.75590 3.20430
H -1.05572 0.38295 4.44595
H 1.67815 1.18797 4.49482
H 0.40073 1.83748 3.34016
H 1.03311 0.43935 1.51268
H 1.94718 -0.71082 2.58346
H 3.92199 0.53384 2.25228
H 3.11381 2.12710 2.59529
H 2.75284 0.53970 -0.09496
H 2.46407 2.33969 0.26406
H 5.22419 0.92296 0.26568
H 5.02339 2.63072 0.74348
H 5.46869 1.42291 -1.91558
H 5.47414 3.15745 -1.48763
H 2.68027 2.86558 -1.80990
H 3.81822 3.07130 -3.17291
H 3.65279 0.16235 -2.42895
H 3.69923 0.99300 -4.01271
H 1.44919 -0.30740 -3.20721
H 1.03765 1.37346 -2.55852
H 1.75087 0.53068 -5.50087
H 1.50234 2.25842 -4.98954
H -0.85159 1.10214 -4.02973
H -0.74406 1.79064 -5.71693
H 0.01834 -1.13058 -5.07485
H -1.70857 -0.74960 -5.38787
H 0.47319 1.02516 -8.32227
H 2.50445 -1.41980 -8.31445
H 1.83677 -2.36597 -6.86404
H 0.99048 -2.94205 -9.88987
H 0.70968 -3.98788 -8.45287
H 3.18608 -3.76769 -10.26362
H 2.51301 -5.17032 -9.30614
H 2.70482 -5.31263 -6.86475
H 4.19783 -5.03308 -4.81841
H 6.15822 -3.31769 -4.97931
H 6.61347 -2.02442 -7.12440
H 5.02018 -2.34483 -9.17689
H -3.16447 -0.37499 -8.98320
H -1.75132 -1.46495 -10.52237
C -1.41388 7.64715 3.81614
C -2.00710 6.79504 4.95433
C -1.00087 6.11313 5.88096
F -0.20663 5.24488 5.22611
F -1.65566 5.39830 6.83165
F -2.86714 5.89398 4.42874
F -2.76264 7.63464 5.72221
O -1.32554 7.03958 2.53111
C -0.20343 6.25372 2.25690
C -0.56686 4.78815 2.01112
F -1.19019 4.24714 3.07982
F 0.54943 4.05524 1.79195
F 0.71631 6.40640 3.22965
F 0.34739 6.76401 1.13436
H -2.11276 8.47230 3.66809
H -0.47584 8.12592 4.10356
H -0.37246 6.84989 6.38956
H -1.22630 4.68810 1.14626
C -5.51073 -1.36252 3.82400
C -4.52766 -0.61920 2.89969
C -4.61391 0.90698 2.91641
F -5.81954 1.35749 2.51527
F -3.70037 1.43269 2.06307
F -4.65609 -1.09911 1.64301
F -3.27147 -0.95959 3.30763
O -6.70030 -1.87439 3.22674
C -7.78952 -1.01230 3.09673
C -8.15507 -0.75437 1.63322
F -7.12491 -0.20969 0.95701
F -9.18928 0.11810 1.55267
F -7.56585 0.12308 3.78513
F -8.82945 -1.62527 3.70805
H -4.98229 -2.25573 4.16211
H -5.72361 -0.80360 4.73733
H -4.40526 1.30195 3.91523
H -8.43991 -1.68315 1.13414
```